Entry 1:
Here is an isolated molecule of C11H9NO from the Open Molecules 2025 dataset. Energies are from ωB97M-V/def2-TZVPD.

XYZ file:
```
22
Properties=species:S:1:pos:R:3
C -3.2541 0.4243 -0.1071
C -2.5934 1.5821 -0.2481
C -2.6285 -0.7942 0.2126
C -1.1969 1.6321 -0.2273
C -1.2657 -0.8470 0.3059
C -0.5737 0.3880 0.1790
C -0.1965 -1.8754 0.5567
C 0.9944 -1.2487 0.7261
C 2.9363 0.7854 0.6184
C 2.9615 -0.5864 -1.3460
C 0.7650 0.1585 0.4722
N 3.4804 0.1823 -0.4141
O 1.6145 1.0989 0.7537
H -4.3348 0.4709 -0.0971
H -3.1154 2.5005 -0.5147
H -3.2292 -1.6623 0.1861
H -0.6320 2.5167 -0.4343
H -0.4071 -2.9578 0.7657
H 1.9098 -1.7951 0.9074
H 3.5322 1.5433 1.2998
H 1.9586 -1.1065 -1.3042
H 3.2746 -0.4096 -2.2906
```

lowest unoccupied orbital energy (alpha / beta): -0.43 / -0.89 eV
HOMO (alpha / beta): -7.21 / -7.64 eV
max |F|: 0.072 Eh/bohr
HOMO-LUMO gap (alpha / beta): 6.780 / 6.752 eV
energy above the lowest of the compared OMol25 structures with the same formula, charge and spin: 73.5 kcal per mole
charge: 0
E_tot: -554.4033 Eh

Results of the natural (NBO) charge analysis, in e, for atoms 1 through 8: atom 1 (C): -0.22, atom 2 (C): -0.22, atom 3 (C): -0.18, atom 4 (C): -0.17, atom 5 (C): -0.06, atom 6 (C): -0.13, atom 7 (C): -0.18, atom 8 (C): -0.33

Entry 2:
Here is a cluster of 3 separate species, C4H14NO in total from the Open Molecules 2025 dataset. Energies are from ωB97M-V/def2-TZVPD.

XYZ file:
```
20
Properties=species:S:1:pos:R:3
C 0.3513 -2.2810 0.4745
C 0.3585 -1.0998 -0.5725
C 1.5157 -0.0508 -0.2969
C 0.9713 1.1943 -1.2067
N -2.4145 1.1255 0.1724
H -0.2845 -3.1280 0.2234
H 1.3228 -2.7315 0.6763
H -0.2602 -1.8877 1.3654
H 0.3439 -1.4528 -1.5941
H 2.5298 -0.3926 -0.5725
H 1.4674 0.2695 0.7414
H -0.0570 1.2935 -0.8330
H 0.9931 0.7805 -2.1639
H 1.4719 2.1820 -0.9307
H -1.5914 1.2933 0.7883
H -3.2059 0.7684 0.7900
H -2.6799 1.9142 -0.3776
H -0.0127 1.6317 2.3387
H -0.6425 -0.5783 -0.5396
O -0.1773 1.1493 1.5170
```

lowest unoccupied orbital energy (alpha / beta): -13.36 / -13.86 eV
HOMO (alpha / beta): -20.38 / -20.22 eV
max |F|: 0.074 Eh/bohr
HOMO-LUMO gap (alpha / beta): 7.017 / 6.357 eV
energy above the lowest of the compared OMol25 structures with the same formula, charge and spin: 159.1 kcal per mole
charge: +2
spin multiplicity: 2
E_tot: -289.7759 Eh

Results of the natural (NBO) charge analysis, in e, for atoms 1 through 8: atom 1 (C): -0.57, atom 2 (C): -0.31, atom 3 (C): -0.24, atom 4 (C): -0.44, atom 5 (N): -0.35, atom 6 (H): 0.33, atom 7 (H): 0.27, atom 8 (H): 0.23

Entry 3:
Here is an isolated molecule of C17H20N4O4S3 from the Open Molecules 2025 dataset. Energies are from ωB97M-V/def2-TZVPD.

XYZ file:
```
48
Properties=species:S:1:pos:R:3
C -4.7298 -2.3872 1.4435
C -3.5610 -2.7811 0.9723
C -3.3201 -3.1224 -0.4528
S -2.1816 -1.9089 -1.2365
C -0.6853 -2.4600 -0.5942
N -0.5185 -3.5082 0.1375
N 0.7362 -3.7140 0.5028
C 1.5683 -2.8300 0.0767
N 2.9147 -2.9087 0.3026
C 3.8542 -1.8979 0.3144
O 5.0314 -2.1501 0.3602
C 3.2697 -0.5236 0.3068
C 3.5272 0.3515 -0.7436
C 2.8845 1.5777 -0.7845
C 2.0260 1.9212 0.2403
S 1.0138 3.3827 0.0743
O 0.3817 3.6652 1.3334
O 1.7262 4.4392 -0.5755
N -0.0753 2.8030 -1.0651
C -0.9536 1.7286 -0.6669
C -2.0667 2.1207 0.3215
C -3.1096 3.0643 -0.3072
C -4.4431 2.4175 0.0711
C -4.0458 0.9466 0.1676
O -2.7565 0.9506 0.7452
C 1.8252 1.0965 1.3307
C 2.4486 -0.1374 1.3649
S 0.8066 -1.5755 -0.9218
H -4.8697 -2.1516 2.4838
H -5.5979 -2.3001 0.8097
H -2.6969 -2.8653 1.6151
H -4.2324 -3.0739 -1.0457
H -2.8368 -4.0926 -0.5603
H 3.2670 -3.8424 0.4879
H 4.1956 0.0497 -1.5351
H 3.0246 2.2681 -1.6001
H -0.5450 3.5716 -1.5201
H -0.3312 0.9651 -0.1959
H -1.3982 1.2913 -1.5670
H -1.6013 2.5666 1.2070
H -3.0140 4.0796 0.0703
H -2.9946 3.0794 -1.3930
H -5.2261 2.5938 -0.6624
H -4.7763 2.7749 1.0453
H -4.6915 0.3520 0.8149
H -4.0155 0.4847 -0.8308
H 1.1669 1.4249 2.1193
H 2.2837 -0.8101 2.1938
```

lowest unoccupied orbital energy: -0.24 eV
HOMO: -8.68 eV
structure (SMILES): C=CCSc1nnc(NC(=O)c2ccc(S(=O)(=O)NC[C@H]3CCCO3)cc2)s1
max |F|: 0.039 Eh/bohr
HOMO-LUMO gap: 8.438 eV
energy above the lowest of the compared OMol25 structures with the same formula, charge and spin: 1.5 kcal per mole
charge: 0
E_tot: -2374.3036 Eh

Results of the natural (NBO) charge analysis, in e, for atoms 1 through 8: atom 1 (C): -0.39, atom 2 (C): -0.19, atom 3 (C): -0.54, atom 4 (S): 0.30, atom 5 (C): -0.14, atom 6 (N): -0.31, atom 7 (N): -0.28, atom 8 (C): 0.21

Entry 4:
Here is a structure of composition C45H55HgN4O6SSi from the Open Molecules 2025 dataset. Energies are from ωB97M-V/def2-TZVPD.

XYZ file:
```
113
Properties=species:S:1:pos:R:3
Hg 11.3464 11.7493 15.6564
O 13.9299 11.1526 19.9594
C 13.5693 10.1332 20.7268
C 14.4648 9.5526 21.6595
C 14.0881 8.4137 22.3715
C 12.8168 7.8686 22.2514
C 11.8936 8.5287 21.4311
C 12.2879 9.5844 20.6198
C 11.3883 10.2192 19.6361
O 11.7817 11.2131 18.9863
N 10.1899 9.6166 19.4163
N 9.5481 10.1360 18.4557
C 8.4270 9.8691 17.8813
C 7.8484 10.7468 16.8667
C 6.9157 10.0806 16.0226
C 6.3098 10.8133 14.9866
C 6.6266 12.1747 14.8573
C 7.5340 12.7202 15.7958
N 8.1243 12.0416 16.7559
H 13.0079 11.3770 19.4059
H 15.4116 10.0832 21.8847
H 14.7950 7.8523 23.0203
H 12.5251 6.9495 22.7299
H 10.8282 8.2008 21.3985
H 7.8431 8.9507 18.1186
H 6.6980 9.0528 16.2074
H 5.6915 10.3018 14.2481
H 6.2064 12.8077 14.0678
H 7.8174 13.7546 15.7529
O 14.1994 12.6715 16.3194
C 15.0471 13.5018 17.0733
C 14.5063 14.9643 17.3505
C 15.3173 15.5156 18.4855
C 14.9318 15.1753 19.7508
C 13.6748 14.5465 20.0053
C 12.7567 14.4210 19.0147
N 13.0828 14.8557 17.7667
H 14.5814 12.4251 15.4544
H 16.0691 13.6076 16.6483
H 15.1890 13.0077 18.0544
H 16.2684 16.0036 18.2749
H 15.6001 15.4153 20.5797
H 13.5023 14.1107 20.9887
H 11.7502 14.0231 19.1479
C 11.1376 9.8170 10.2352
C 10.1415 10.4955 11.1411
C 8.7750 10.7379 10.5316
C 9.9983 9.7777 12.4552
O 10.5864 11.8545 11.4881
Si 12.0386 12.5717 11.5271
S 13.2496 11.9950 13.2857
O 11.7110 14.1780 11.6567
C 10.6195 15.1474 11.4560
C 10.0685 14.9361 10.0495
C 11.3246 16.4870 11.6940
C 9.5427 14.7643 12.5059
O 12.9005 12.3142 10.1227
C 14.3121 12.3270 9.7920
C 14.9331 13.6596 10.2565
C 14.9660 11.1113 10.4335
C 14.3551 12.1887 8.2672
H 10.7309 8.8742 9.7408
H 12.0185 9.5556 10.8083
H 11.4571 10.4409 9.4119
H 8.2022 9.8132 10.3360
H 8.8668 11.2318 9.5422
H 8.2187 11.3683 11.2145
H 9.7963 8.6946 12.3683
H 9.2193 10.2797 13.0660
H 10.9213 9.8953 13.0590
H 10.8000 15.1544 9.3101
H 9.1848 15.5301 9.8279
H 9.7052 13.9108 10.0049
H 12.0103 16.7127 10.8771
H 11.9041 16.4536 12.6515
H 10.6441 17.3297 11.7549
H 9.4456 13.6737 12.5892
H 8.6005 15.2825 12.2965
H 9.8457 15.1160 13.5199
H 14.9555 13.6632 11.3612
H 14.3577 14.5131 9.8620
H 16.0036 13.6938 9.9530
H 14.9492 11.2390 11.5095
H 16.0090 10.9592 10.1236
H 14.3590 10.2520 10.2102
H 13.8873 13.0756 7.8404
H 13.7786 11.3137 7.9618
H 15.3885 12.0899 7.9110
C 8.7569 19.5696 17.0676
C 8.1529 18.3454 16.8704
C 8.8823 17.1801 16.9874
C 10.2600 17.2184 17.2958
C 10.8756 18.4948 17.4925
C 10.1360 19.6652 17.3881
C 10.9288 15.9542 17.4262
C 12.2770 15.7600 17.0922
C 13.0827 16.4190 16.0838
C 14.4104 15.7531 16.0139
C 15.4687 16.6809 15.6152
C 15.2111 17.6924 14.7434
C 13.8676 18.0848 14.5188
C 12.8360 17.5135 15.2589
H 8.1478 20.4779 16.9847
H 7.1091 18.2933 16.5687
H 8.4457 16.2036 16.8042
H 11.9222 18.5147 17.7240
H 10.6005 20.6066 17.6908
H 10.3763 15.1030 17.8851
H 14.2780 14.8743 15.3359
H 16.5103 16.4880 15.8957
H 16.0882 18.2118 14.3141
H 13.6599 18.8346 13.7542
H 11.8208 17.9111 15.2377
```

lowest unoccupied orbital energy (alpha / beta): 4.09 / 3.17 eV
HOMO (alpha / beta): -0.91 / -0.91 eV
max |F|: 0.094 Eh/bohr
HOMO-LUMO gap (alpha / beta): 4.995 / 4.076 eV
energy above the lowest of the compared OMol25 structures with the same formula, charge and spin: 0.0 kcal per mole
charge: -2
spin multiplicity: 2
E_tot: -3259.3985 Eh

Results of the Löwdin charge analysis, in e, for atoms 1 through 8: atom 1 (Hg): 0.49, atom 2 (O): 0.00, atom 3 (C): -0.30, atom 4 (C): -0.03, atom 5 (C): -0.14, atom 6 (C): -0.14, atom 7 (C): -0.05, atom 8 (C): -0.10